Molecular formula: C4H11N2OPS
Method: DFT, ωB97M-V with the def2-TZVPD basis set

Output
- HOMO energy (alpha / beta) (eV) = -8.2 / -8.0
- net charge = 0
- relative energy (zero: lowest compared OMol25 entry of this formula, charge and spin) (kcal/mol) = 61.0
- lowest unoccupied orbital energy (alpha / beta) (Ha) = -0.0456 / -0.0564
- spin multiplicity = 1

```
20
Properties=species:S:1:pos:R:3:forces:R:3:mulliken_charge:R:1
C -1.6181 0.4885 -1.1233 -1.69 0.18 -1.23 -0.4483
C -2.7528 0.7142 -0.0170 2.35 -0.23 -0.35 -0.6712
C 0.6547 -1.7078 0.1632 -1.40 0.92 0.39 -0.8445
C 2.7575 -0.4622 0.6536 -0.14 3.33 2.83 -0.9588
N -0.4281 1.2324 -0.8096 -0.41 -0.48 0.14 -0.0976
N 1.3671 -0.4422 0.1916 -0.58 2.11 1.29 0.1587
O 1.2489 2.1692 0.8412 1.66 2.18 1.22 -0.6187
P 0.4699 1.0154 0.5263 -1.21 -4.44 -1.34 0.3609
S -2.3719 -0.1964 1.4669 1.55 -0.26 0.14 -0.2579
H -1.4282 -0.5920 -1.2735 0.00 0.55 0.28 0.1390
H -1.9388 0.8740 -2.1389 0.03 -0.37 1.15 0.3749
H -2.5535 1.6938 0.3540 -0.73 1.24 -0.50 0.3167
H -3.7539 0.5304 -0.3415 -0.53 -0.04 -0.40 0.4236
H 1.0899 -2.4863 0.7556 0.53 -0.31 0.35 0.3811
H -0.3942 -1.5693 0.5076 0.61 0.01 0.26 0.1785
H 0.5088 -2.0011 -0.8415 0.31 -0.71 -1.26 0.2926
H 3.3441 0.5881 0.5151 -1.71 -2.56 0.12 0.2347
H 2.8272 -0.7251 1.7762 0.04 0.29 -1.61 0.3078
H 3.1816 -1.2026 0.0903 1.62 -1.82 -1.29 0.4495
H -0.2104 2.0789 -1.2964 -0.31 0.41 -0.20 0.2792
```
Positions in Å, forces in eV/Å.